86
Properties=species:S:1:pos:R:3 method="wB97M-V/def2-TZVPD" total_energy_ev=-1523497.6511 e_homo_ha=-0.3731 de_lowest_ev=1.922 fmax_ha_per_bohr=0.0806 orbital_gap_ev=9.5
Br 1.03690 6.36083 5.21395
Br 8.95179 -0.05153 4.13411
Br -7.18013 -1.17996 1.82614
Br -7.62266 -3.70483 -0.17182
Br -2.85482 2.99020 7.79009
Br -5.67842 1.81158 6.16528
Br 0.13226 -4.88025 5.22350
Br 8.10606 -0.75805 1.03084
Br 2.70619 6.24485 2.46847
Br -6.69377 7.47822 -2.73431
Br 4.79060 0.13151 7.63022
Br 0.05290 -7.92226 6.44810
Br -3.43584 3.32619 4.60510
Br -6.91440 4.45297 -1.57865
Br -0.26045 7.61919 2.63838
Br 6.44589 1.55760 2.57447
Br 2.77164 -5.94643 6.59413
Br -4.66329 -3.32567 1.27921
Br 3.66902 2.39640 9.67600
Br 1.59874 0.04728 8.44204
Br -4.18943 6.00009 -1.29468
S 0.36992 0.14235 2.02194
O 1.01374 1.34345 2.63935
O 4.07045 0.78544 -3.75419
O -0.09290 0.40641 0.41669
O 2.54973 -0.54499 -2.86222
O -5.88710 1.60584 -8.25853
O -0.80461 -0.44139 2.72471
O 4.64301 -7.44874 0.63539
O 4.69580 -5.46309 1.59594
O -6.03440 3.40546 -9.46366
C -3.64263 2.11317 6.19500
C 2.77017 2.04461 -5.22716
C -6.64443 -3.06525 1.42139
C 0.81821 -6.08141 6.59391
C 0.86951 6.06237 3.22401
C -5.51131 3.49886 -7.03714
C 2.82618 0.45997 -3.48111
C 4.99484 -6.88510 -1.51421
C 4.71171 -8.08985 -0.63865
C 4.37741 -5.64140 -0.83662
C 4.17633 1.96918 -4.58029
C -5.41215 1.06412 -7.03073
C 1.52043 -1.29860 1.75279
C 7.53621 -0.05546 2.75776
C -5.28624 2.22822 -6.17694
C 4.56837 -6.10987 0.58567
C -2.17217 0.29238 -0.72878
C 3.17760 1.28340 8.08055
C -5.89171 2.92080 -8.37703
C 1.86353 1.42597 -4.12799
C -6.15417 6.23167 -1.33627
C -1.30284 1.07642 0.22771
H -3.08654 1.20404 5.96621
H -2.24170 -0.78177 -0.55712
H -6.50673 6.61550 -0.37894
H -1.90732 1.17352 1.12954
H 3.72521 -8.47517 -0.89643
H 4.78262 1.62059 -5.41636
H 0.30957 5.13405 3.11096
H 0.92623 0.94117 -4.40102
H 2.93531 1.92578 7.23394
H -6.23833 0.48532 -6.61779
H 1.81188 -1.58710 2.76270
H 0.93897 -2.09661 1.29107
H 0.59671 -5.77443 7.61607
H -4.51256 0.45349 -7.10805
H 2.86274 1.55235 -6.19526
H -4.64014 4.11067 -7.27137
H 4.58456 -6.99712 -2.51781
H -4.33010 2.36088 -5.67069
H -5.99621 2.19395 -5.35058
H -6.22672 4.13723 -6.51871
H 2.45000 -1.08055 1.22699
H -1.76002 0.30874 -1.73772
H -7.03490 -3.48655 2.34775
H 6.06699 -6.71973 -1.62029
H 2.47768 3.04648 -5.54147
H 3.40279 -5.53094 -1.31203
H 1.61552 2.20835 -3.41072
H 6.86559 -0.84525 3.09633
H 5.46815 -8.87440 -0.61937
H 4.54090 2.84304 -4.04033
H 4.92594 -4.73747 -1.10143
H -1.10835 2.09478 -0.10877
H -3.18332 0.69465 -0.79090